The following is a DFT calculation (ωB97M-V/def2-TZVPD) of 2 unconnected molecules or ions with the total composition C5H12NO at a distorted geometry.

Positions of all 19 atoms, in Å:
C  2.856  -0.679  0.578
C  1.419  -0.366  0.141
N  1.434  0.814  -0.669
C  -1.108  0.945  -0.635
C  0.204  0.992  -1.422
C  -1.915  -0.294  -0.660
O  -3.042  -0.462  -0.238
H  3.117  -0.016  1.409
H  2.994  -1.754  0.749
H  3.462  -0.380  -0.280
H  0.760  -0.232  1.034
H  0.968  -1.231  -0.405
H  -3.636  -0.475  2.678
H  -1.646  1.883  -0.640
H  -0.903  0.373  0.352
H  -4.053  -0.346  3.285
H  0.139  0.292  -2.290
H  -1.425  -1.090  -1.245
H  0.376  2.026  -1.744

Atoms 1-2, force components in eV/Å:
-0.6 0.1 -0.5
-0.2 0.7 -0.7

- Energy above the lowest of the compared OMol25 structures with the same formula, charge and spin: 75.8 kcal per mole
- M: 102.16 Da
- Frontier orbital gap: 5.65 eV
- Electronic energy: -8913.778 eV
- Net charge: -1